Density functional theory data (ωB97M-V/def2-TZVPD) for 8 unconnected molecules or ions with the total composition C44H100N8 in a non-equilibrium geometry.

```
! wB97M-V def2-TZVPD RIJCOSX def2/J DEFGRID3
* xyz 0 1
C -18.66499 -2.40789 9.28956
C -19.19312 -1.27102 8.65843
C -18.31383 -0.24113 8.87107
N -17.24150 -0.75088 9.57782
C -17.44654 -2.09337 9.80427
H -19.07423 -3.40608 9.35187
H -20.13704 -1.22221 8.14091
H -18.35938 0.81333 8.66147
H -16.46776 -0.22850 9.93928
H -16.70655 -2.61144 10.39030
C -22.34270 -8.15050 14.76683
C -23.07187 -8.49445 13.59923
C -24.25254 -9.04813 14.00057
N -24.24235 -9.16245 15.37805
C -23.09555 -8.55010 15.82608
H -21.36691 -7.69453 14.76433
H -22.74165 -8.25584 12.60122
H -25.09015 -9.46009 13.46151
H -24.88234 -9.68182 15.94426
H -22.87646 -8.47970 16.88052
C -16.43595 -9.99237 13.69729
C -16.17475 -8.59851 14.23668
N -15.37191 -7.81511 13.31710
C -14.01831 -8.33094 13.11710
C -13.24556 -7.53572 12.06625
C -15.35857 -6.39083 13.67004
C -14.59150 -6.05754 14.95522
H -17.01870 -10.01843 12.77528
H -16.98631 -10.61107 14.41025
H -15.51863 -10.54878 13.49793
H -17.14713 -8.12570 14.39074
H -15.67801 -8.69861 15.21445
H -13.39743 -8.26843 14.02194
H -14.05891 -9.37198 12.81248
H -12.32887 -8.05328 11.77689
H -13.84661 -7.37361 11.17042
H -12.89675 -6.57210 12.44212
H -16.39340 -6.05090 13.76785
H -14.99656 -5.76745 12.85011
H -13.51197 -6.16686 14.85377
H -14.91699 -6.67225 15.79489
H -14.77857 -5.02581 15.26359
C -20.88702 -10.46356 10.75467
C -19.96012 -9.55514 11.54212
N -19.83619 -8.20580 11.01492
C -18.99710 -7.41528 11.91855
C -18.98519 -5.92316 11.57553
C -19.24758 -8.21691 9.67761
C -18.02289 -9.12787 9.42507
H -21.88502 -10.00672 10.70594
H -20.97970 -11.44980 11.20629
H -20.67708 -10.56235 9.68566
H -20.33379 -9.55878 12.56971
H -18.97641 -10.05021 11.58342
H -18.01407 -7.89270 12.04926
H -19.43774 -7.46760 12.92085
H -20.01406 -5.57117 11.54532
H -18.45073 -5.69549 10.65544
H -18.47553 -5.40808 12.39305
H -19.97142 -8.47714 8.89994
H -18.94969 -7.21172 9.36893
H -17.68444 -9.03440 8.39670
H -17.20118 -8.77000 10.05402
H -18.25260 -10.16893 9.64202
C -21.91049 -14.53614 12.68212
C -22.39183 -13.46044 13.66825
N -21.49860 -13.23298 14.80156
C -22.08029 -12.07670 15.51581
C -23.24833 -12.47693 16.43428
C -20.13402 -12.94890 14.37704
C -19.16785 -12.78755 15.55021
H -21.18039 -14.11332 11.99040
H -22.73667 -14.93459 12.09533
H -21.43987 -15.37020 13.21094
H -22.47767 -12.58183 13.00957
H -23.36401 -13.76037 14.05316
H -21.34631 -11.67665 16.21552
H -22.29608 -11.21653 14.86986
H -23.05442 -13.46374 16.84363
H -23.28736 -11.71894 17.21845
H -24.19118 -12.41519 15.88760
H -20.05921 -12.11537 13.66290
H -19.76757 -13.84816 13.87297
H -19.20605 -13.64436 16.23022
H -19.42215 -11.97449 16.23458
H -18.12789 -12.65978 15.25717
C -21.63178 -10.58079 6.47102
C -21.02994 -9.83363 5.27534
N -19.59209 -10.01054 5.18657
C -19.14276 -11.37795 4.93824
C -19.39110 -11.87920 3.51308
C -18.85621 -8.97708 4.48031
C -17.49981 -8.72644 5.13788
H -22.56293 -10.07967 6.74011
H -20.98644 -10.48310 7.34468
H -21.83807 -11.62895 6.26031
H -21.54399 -10.07422 4.33379
H -21.26164 -8.78326 5.44855
H -18.09866 -11.49670 5.22612
H -19.69822 -12.00146 5.64251
H -20.45494 -11.84920 3.27949
H -18.85155 -11.27276 2.78666
H -19.03935 -12.91050 3.45194
H -19.38921 -8.02138 4.55384
H -18.82379 -9.11960 3.39061
H -17.66844 -8.38667 6.15580
H -16.87013 -8.03650 4.57555
H -16.94857 -9.66751 5.20633
C -24.38872 -8.28666 8.11497
C -23.18522 -7.73013 8.85351
N -22.96643 -6.31444 8.52491
C -22.48574 -6.10720 7.16753
C -21.04229 -6.48687 6.86394
C -22.13500 -5.58724 9.47400
C -22.76190 -5.49714 10.87306
H -24.67180 -9.22677 8.59921
H -24.26125 -8.51682 7.05860
H -25.22299 -7.59677 8.24134
H -23.39687 -7.80747 9.92023
H -22.23641 -8.25570 8.67820
H -23.11857 -6.68543 6.48180
H -22.74125 -5.10072 6.82241
H -20.83472 -7.52265 7.13167
H -20.76128 -6.28842 5.82921
H -20.33624 -5.90296 7.46405
H -22.01716 -4.55272 9.13766
H -21.11867 -5.99099 9.55611
H -23.83523 -5.30916 10.84751
H -22.27700 -4.66407 11.38149
H -22.62037 -6.44319 11.39243
C -13.35709 -4.15683 6.21695
C -13.98485 -4.68280 7.50418
N -15.22323 -5.38687 7.37964
C -15.52142 -6.28710 8.50089
C -15.74389 -5.56998 9.83181
C -16.34783 -4.52899 7.05821
C -17.68257 -5.21197 6.79307
H -12.52732 -3.47895 6.42096
H -14.04594 -3.55219 5.61539
H -13.03394 -4.90121 5.48406
H -13.25849 -5.28825 8.05427
H -14.04772 -3.77955 8.14584
H -14.70469 -6.99417 8.64995
H -16.42428 -6.81502 8.19788
H -14.83551 -5.15252 10.28057
H -16.08886 -6.33033 10.54099
H -16.41366 -4.71058 9.82124
H -16.49631 -3.76811 7.84028
H -16.12007 -3.93296 6.17049
H -18.16732 -5.40906 7.75399
H -18.35562 -4.55985 6.23251
H -17.66308 -6.12465 6.19392
*
```

Calculated values
Structure (SMILES) ... c1cc[nH]c1.c1cc[nH]c1.CCN(CC)CC.CCN(CC)CC.CCN(CC)CC.CCN(CC)CC.CCN(CC)CC.CCN(CC)CC
E_tot ... -2174.398432 a.u.
Energy relative to the best compared isomer or geometry (same formula, charge and spin) ... 93.2 kJ/mol
Largest force on an atom ... 0.0302 Eh/bohr
Orbital gap ... 8.68 eV
HOMO energy ... -7.98 eV

These are the Mulliken partial charges, in e, on atoms 1 to 6: atom 1 (C): 0.6397, atom 2 (C): -1.1033, atom 3 (C): -0.5142, atom 4 (N): 0.0161, atom 5 (C): -1.0379, atom 6 (H): 0.4696